Here is a molecular structure, C16H33F9MnN2O7 at a distorted geometry from the OMol25 dataset. Energies are from wB97M-V/def2-TZVPD.

Last column: Mulliken spin population.
CARTESIAN COORDINATES (ANGSTROEM)
Mn (-0.248, -0.074, 0.120)  4.694
N (2.876, -1.380, -0.450)  0.002
H (3.485, -2.170, -0.269)  0.000
H (2.728, -0.832, 0.440)  -0.001
H (1.903, -1.699, -0.596)  0.000
H (3.140, -0.735, -1.189)  0.000
C (0.340, 2.550, -0.883)  -0.026
O (-0.488, 2.422, 0.273)  0.052
O (0.784, 1.291, -1.090)  0.054
C (-0.501, 3.161, -2.044)  -0.012
F (-0.639, 4.503, -1.939)  0.000
F (0.056, 2.899, -3.264)  0.001
F (-1.762, 2.613, -2.103)  -0.001
C (-0.738, 3.616, 1.021)  0.005
C (-1.748, 3.299, 2.088)  -0.002
H (-2.745, 3.166, 1.639)  0.000
H (-1.559, 2.400, 2.666)  0.000
H (-1.992, 4.119, 2.767)  0.000
H (-1.009, 4.500, 0.445)  0.000
H (0.163, 3.869, 1.598)  0.003
H (1.146, 3.297, -0.792)  -0.003
C (-0.006, -3.244, -1.121)  -0.011
O (0.811, -3.357, -2.267)  0.000
O (-0.055, -1.978, -0.638)  0.089
C (-1.311, -4.072, -1.090)  -0.002
F (-1.610, -4.278, 0.200)  0.000
F (-2.364, -3.443, -1.638)  0.000
F (-1.174, -5.255, -1.671)  0.000
C (0.410, -2.720, -3.461)  -0.001
C (1.600, -2.704, -4.419)  0.000
H (2.531, -2.406, -3.929)  0.000
H (1.735, -3.736, -4.747)  0.000
H (1.504, -2.040, -5.276)  0.000
H (0.094, -1.695, -3.258)  0.001
H (-0.383, -3.232, -4.015)  0.000
H (0.641, -3.850, -0.459)  0.006
C (1.893, 0.463, 2.503)  0.014
O (3.133, 1.012, 2.146)  0.002
O (1.395, -0.277, 1.488)  0.056
C (2.114, -0.364, 3.772)  0.003
F (2.802, 0.353, 4.680)  0.000
F (0.973, -0.774, 4.335)  0.000
F (2.842, -1.476, 3.553)  0.000
C (3.097, 2.196, 1.356)  -0.002
C (4.443, 2.878, 1.621)  0.000
H (5.218, 2.114, 1.682)  0.000
H (4.711, 3.509, 0.769)  0.000
H (4.414, 3.429, 2.557)  0.000
H (2.317, 2.893, 1.677)  0.001
H (2.976, 1.931, 0.304)  0.003
H (1.168, 1.235, 2.804)  0.002
C (-3.946, -1.346, 2.052)  0.002
C (-2.763, -1.134, 1.084)  -0.023
C (-3.229, -0.462, -0.217)  0.013
O (-2.155, 0.002, -1.034)  0.008
C (-2.270, -0.334, -2.394)  0.010
N (-1.745, -0.246, 1.637)  0.057
H (-4.515, -0.417, 2.072)  0.000
H (-3.553, -1.539, 3.052)  -0.001
H (-4.505, -2.242, 1.785)  0.001
H (-2.246, -2.080, 0.911)  0.002
H (-3.969, 0.341, -0.156)  0.000
H (-3.763, -1.286, -0.713)  -0.001
H (-1.411, 0.062, -2.937)  -0.005
H (-3.132, 0.185, -2.825)  0.001
H (-2.321, -1.391, -2.657)  0.001
H (-1.428, -0.670, 2.511)  0.009
H (-2.161, 0.632, 1.937)  -0.002

Its multiplicity is 6. The LUMO energy (spin up / spin down) is 0.0115 / 0.0114 hartree. The frontier orbital gap (spin up / spin down) comes out at 8.2 / 9.2 eV. The calculation puts the HOMO energy (spin up / spin down) at -7.9 / -8.9 eV.


Here is a molecular structure, C5H8O at a distorted geometry from the OMol25 dataset. Energies are from wB97M-V/def2-TZVPD.

Last column: natural (NBO) charge in e.
CARTESIAN COORDINATES (ANGSTROEM)
C (-1.107, 0.353, -1.748)  -0.012
O (-1.981, 0.487, -0.765)  -0.584
C (-0.154, 0.060, -0.459)  0.260
C (0.456, 0.953, 0.657)  -0.447
C (1.213, -0.336, 1.031)  -0.403
C (-0.018, -1.122, 0.542)  -0.447
H (-0.808, 1.268, -2.287)  0.161
H (-1.211, -0.527, -2.403)  0.161
H (-0.385, 1.175, 1.327)  0.231
H (1.051, 1.852, 0.476)  0.216
H (1.772, -0.515, 1.960)  0.223
H (1.928, -0.454, 0.211)  0.195
H (-0.888, -1.027, 1.205)  0.231
H (0.132, -2.166, 0.253)  0.216

The LUMO energy is 0.0244 hartree. The frontier orbital gap comes out at 10.2 eV. For the energy relative to the best compared isomer or geometry (same formula, charge and spin), the calculation gives 400.1 kJ/mol. The calculation puts the HOMO energy at -9.5 eV.


Here is a molecular structure, C22H24N3O2P2PdSe at a distorted geometry from the OMol25 dataset. Energies are from wB97M-V/def2-TZVPD.

Last column: Löwdin charge in e.
CARTESIAN COORDINATES (ANGSTROEM)
Pd (-0.063, 0.438, 0.146)  0.900
O (1.371, 3.715, 1.443)  0.197
C (0.489, 2.941, 1.262)  -0.522
O (0.664, 1.598, 1.537)  -0.219
C (-0.859, 3.200, 0.678)  -0.186
C (-1.565, 4.367, 0.836)  0.067
C (-2.827, 4.452, 0.254)  0.036
C (-3.299, 3.380, -0.484)  0.017
C (-2.518, 2.242, -0.613)  -0.075
N (-1.321, 2.146, -0.025)  0.003
H (-1.132, 5.187, 1.395)  0.152
H (-3.430, 5.343, 0.372)  0.143
H (-4.269, 3.414, -0.961)  0.137
H (-2.855, 1.398, -1.197)  0.093
C (3.336, 1.347, 0.569)  -0.136
P (2.061, 1.094, -0.663)  0.978
C (1.871, 2.544, -1.687)  -0.147
C (2.491, -0.358, -1.600)  -0.375
C (3.183, -0.299, -2.805)  -0.024
C (3.598, -1.489, -3.396)  0.005
C (3.310, -2.708, -2.800)  0.010
C (2.592, -2.766, -1.605)  -0.027
C (2.174, -1.587, -1.006)  -0.369
P (1.146, -1.536, 0.479)  0.899
C (2.085, -1.561, 2.023)  -0.176
C (0.169, -3.047, 0.468)  -0.196
H (4.143, 1.859, 0.030)  0.104
H (3.707, 0.389, 0.924)  0.066
H (3.008, 1.975, 1.393)  0.064
H (2.868, 2.710, -2.110)  0.094
H (1.615, 3.419, -1.088)  0.072
H (1.143, 2.391, -2.482)  0.085
H (3.430, 0.643, -3.278)  0.125
H (4.148, -1.459, -4.327)  0.139
H (3.627, -3.627, -3.273)  0.139
H (2.366, -3.732, -1.172)  0.125
H (3.066, -1.999, 1.825)  0.085
H (1.555, -2.183, 2.745)  0.078
H (2.202, -0.566, 2.451)  0.051
H (-0.302, -3.212, -0.499)  0.048
H (-0.582, -3.015, 1.256)  0.064
H (0.855, -3.868, 0.691)  0.088
Se (-2.224, -1.448, -2.030)  1.216
N (-1.677, -0.764, -0.432)  -0.421
C (-2.480, -1.223, 0.529)  -0.386
C (-2.407, -0.944, 1.918)  -0.044
C (-3.325, -1.535, 2.736)  0.000
C (-4.360, -2.403, 2.252)  -0.009
C (-4.469, -2.689, 0.934)  0.037
C (-3.523, -2.102, 0.031)  -0.342
N (-3.529, -2.321, -1.266)  -0.173
H (-1.675, -0.254, 2.326)  0.103
H (-3.286, -1.334, 3.799)  0.133
H (-5.063, -2.818, 2.962)  0.133
H (-5.231, -3.345, 0.536)  0.142

The LUMO energy is -0.4430 hartree. The frontier orbital gap comes out at 5.6 eV. As for the net charge: +3. For the energy relative to the best compared isomer or geometry (same formula, charge and spin), the calculation gives 54.0 kJ/mol. The calculation puts the HOMO energy at -17.7 eV.


Here is a molecular structure, C20H50BCuN2O14V2 at a distorted geometry from the OMol25 dataset. Energies are from wB97M-V/def2-TZVPD.

Last column: Mulliken spin population.
CARTESIAN COORDINATES (ANGSTROEM)
O (-25.732, -22.761, -13.244)  -0.211
V (-26.749, -22.627, -14.429)  1.169
O (-28.077, -26.753, -16.090)  -0.207
V (-27.907, -25.229, -16.390)  1.155
Cu (-25.259, -22.121, -18.222)  0.008
C (-25.388, -24.162, -16.246)  0.016
O (-26.122, -24.185, -17.233)  -0.002
O (-25.945, -24.704, -15.323)  0.053
O (-25.084, -22.966, -15.995)  -0.055
C (-29.096, -23.808, -14.463)  -0.001
O (-28.478, -23.342, -13.452)  0.001
O (-29.302, -24.990, -14.627)  0.008
O (-28.587, -23.333, -15.453)  0.004
B (-26.697, -20.331, -14.687)  0.002
H (-27.022, -19.327, -14.912)  0.000
H (-26.784, -20.989, -15.538)  0.020
H (-25.661, -20.365, -14.389)  0.010
H (-27.349, -20.683, -13.903)  -0.010
C (-16.318, -25.694, -15.064)  0.000
O (-17.187, -26.723, -15.412)  0.000
C (-16.944, -27.984, -14.843)  0.000
C (-18.021, -28.895, -15.431)  0.000
N (-19.330, -28.381, -15.043)  0.000
C (-20.401, -28.923, -15.899)  0.000
C (-21.673, -28.063, -15.810)  0.000
O (-21.355, -26.842, -16.435)  0.000
C (-22.408, -25.901, -16.202)  0.000
H (-16.487, -24.701, -15.481)  0.000
H (-15.393, -25.939, -15.585)  0.000
H (-16.173, -25.618, -13.986)  0.000
H (-16.978, -27.997, -13.754)  0.000
H (-16.046, -28.442, -15.259)  0.000
H (-17.894, -29.937, -15.137)  0.000
H (-17.855, -28.976, -16.505)  0.000
H (-19.268, -27.386, -15.200)  0.000
H (-20.614, -29.942, -15.575)  0.000
H (-20.111, -29.127, -16.930)  0.000
H (-21.964, -27.926, -14.769)  0.000
H (-22.511, -28.536, -16.322)  0.000
H (-23.382, -26.301, -16.483)  -0.001
H (-22.277, -24.964, -16.744)  0.000
H (-22.477, -25.712, -15.131)  0.000
C (-33.075, -24.498, -16.015)  0.000
O (-32.024, -24.558, -16.987)  0.001
C (-31.422, -25.856, -17.078)  0.012
C (-30.343, -25.929, -18.176)  -0.003
N (-29.310, -24.896, -18.069)  -0.006
C (-28.401, -24.884, -19.239)  0.005
C (-27.560, -26.169, -19.501)  0.001
O (-26.944, -26.628, -18.334)  0.006
C (-26.002, -27.663, -18.578)  0.000
H (-32.726, -24.534, -14.983)  0.000
H (-33.915, -25.180, -16.146)  0.000
H (-33.539, -23.520, -16.146)  0.000
H (-32.260, -26.504, -17.335)  0.000
H (-31.116, -26.237, -16.104)  0.003
H (-30.860, -25.861, -19.134)  0.000
H (-29.863, -26.908, -18.174)  -0.003
H (-29.844, -24.039, -18.045)  0.009
H (-27.715, -24.059, -19.046)  -0.002
H (-28.899, -24.556, -20.151)  0.003
H (-26.823, -26.041, -20.293)  -0.001
H (-28.222, -26.931, -19.913)  0.000
H (-25.141, -27.190, -19.053)  0.000
H (-26.262, -28.510, -19.212)  0.000
H (-25.655, -28.071, -17.629)  0.000
C (-22.175, -22.881, -12.778)  0.000
C (-22.351, -21.921, -13.941)  0.000
C (-21.124, -21.007, -14.079)  0.000
O (-22.423, -22.676, -15.160)  0.001
H (-23.130, -23.256, -12.409)  0.000
H (-21.683, -22.403, -11.931)  0.000
H (-21.496, -23.704, -13.000)  0.000
H (-23.215, -21.277, -13.782)  0.000
H (-21.230, -20.336, -13.226)  0.000
H (-21.240, -20.372, -14.957)  0.000
H (-20.144, -21.424, -13.847)  0.000
H (-23.366, -22.792, -15.301)  0.009
C (-26.507, -27.309, -12.685)  -0.001
C (-25.158, -27.576, -13.291)  0.001
C (-24.827, -29.069, -13.171)  0.000
O (-25.151, -27.254, -14.617)  0.002
H (-27.224, -28.093, -12.928)  0.001
H (-26.983, -26.411, -13.080)  0.004
H (-26.422, -27.323, -11.599)  0.000
H (-24.378, -26.992, -12.802)  0.000
H (-23.924, -29.415, -13.673)  0.000
H (-25.656, -29.720, -13.448)  0.000
H (-24.816, -29.409, -12.135)  0.000
H (-25.296, -26.312, -14.733)  0.002

Its multiplicity is 3. The LUMO energy (spin up / spin down) is -0.0980 / -0.0984 hartree. The frontier orbital gap (spin up / spin down) comes out at 5.9 / 5.9 eV. The calculation puts the HOMO energy (spin up / spin down) at -8.6 / -8.6 eV.


Here is 2 unconnected molecules or ions with the total composition C4H8N2O from the OMol25 dataset. Energies are from wB97M-V/def2-TZVPD.

Last column: natural (NBO) charge in e.
CARTESIAN COORDINATES (ANGSTROEM)
N (-0.790, 2.194, -0.494)  -0.854
C (-0.312, 1.241, 0.385)  0.479
O (-0.458, 1.348, 1.592)  -0.643
C (-1.121, -0.829, -0.274)  -0.160
N (0.093, -1.370, -0.315)  -0.298
C (1.079, -1.553, 0.739)  -0.253
C (1.306, -0.777, -0.513)  -0.218
H (-1.055, 3.080, -0.083)  0.387
H (-0.358, 2.247, -1.406)  0.381
H (-1.787, -1.145, 0.522)  0.209
H (-1.554, -0.496, -1.214)  0.201
H (0.926, -0.974, 1.652)  0.213
H (1.408, -2.583, 0.871)  0.195
H (0.628, 0.551, -0.129)  0.141
H (1.995, -0.935, -1.334)  0.221

The LUMO energy (spin up / spin down) is 0.0157 / 0.0157 hartree. The frontier orbital gap (spin up / spin down) comes out at 8.1 / 8.1 eV. For the energy relative to the best compared isomer or geometry (same formula, charge and spin), the calculation gives 544.2 kJ/mol. The calculation puts the HOMO energy (spin up / spin down) at -7.7 / -7.7 eV.


Here is a molecular structure, C2H3BrO at a distorted geometry from the OMol25 dataset. Energies are from wB97M-V/def2-TZVPD.

Last column: natural (NBO) charge in e.
CARTESIAN COORDINATES (ANGSTROEM)
C (-0.752, -0.583, 0.065)  -0.460
C (-0.508, 0.679, -0.187)  0.158
O (1.249, 1.022, 0.088)  -0.736
Br (2.262, -0.367, 0.021)  0.333
H (-1.610, -1.131, 0.163)  0.231
H (0.027, -1.164, 0.612)  0.243
H (-0.668, 1.543, -0.763)  0.231

The LUMO energy is 0.0141 hartree. The frontier orbital gap comes out at 9.6 eV. For the energy relative to the best compared isomer or geometry (same formula, charge and spin), the calculation gives 412.8 kJ/mol. The calculation puts the HOMO energy at -9.2 eV.


no.,DFT total energy (Ha)
1,-3315.501686
2,-270.405503
3,-4378.503972
4,-5507.971094
5,-341.796382
6,-2727.098660